[1]
Molecular formula: C4H8FN
Method: DFT, ωB97M-V/def2-TZVPD

Last column: Löwdin charge in e.
Atoms and positions in Å:
C  1.49600  0.33658  -0.11521  -0.165
C  0.15253  0.97056  -0.63189  -0.207
C  0.99620  -0.84273  0.75704  -0.143
C  -1.89013  -0.29750  0.01125  -0.186
N  -0.66258  0.30829  0.42253  -0.131
F  1.41281  -1.01833  1.99438  0.077
H  2.25204  0.14061  -0.89661  0.102
H  2.08852  0.84080  0.60148  0.082
H  0.23732  2.08748  -0.47960  0.118
H  -0.05694  0.52873  -1.60573  0.094
H  0.76386  -1.70683  0.07929  0.138
H  -2.24819  -1.06271  0.78338  0.099
H  -2.77801  0.36667  0.06189  0.077
H  -1.76342  -0.65162  -0.98220  0.045

Output
- Energy relative to the best compared isomer or geometry (same formula, charge and spin): 84.3 kcal per mole
- Energy: -311.6850 Ha
- Charge: 0
- Kohn-Sham gap (alpha / beta): 9.10 / 9.09 eV
- Maximum force: 0.12301 Eh/bohr

***

[2]
Molecular formula: C11H10BrF3O3PdS
Method: DFT, ωB97M-V/def2-TZVPD

Last column: Mulliken spin population.
Atoms and positions in Å:
C  0.16482  -0.02557  -3.10157  0.179
C  0.96937  0.76328  -2.17046  0.144
C  1.72416  -0.15761  -1.35845  0.127
H  1.00122  1.85255  -2.06583  0.004
C  1.36052  -1.47595  -1.74483  0.147
C  0.41357  -1.39869  -2.81720  0.147
H  -0.10021  -2.25837  -3.20625  0.011
H  -0.51194  0.36267  -3.86537  0.008
H  2.41168  0.12567  -0.54582  0.045
H  1.69365  -2.35776  -1.23500  0.028
Pd  -0.32006  -0.45535  -1.13577  0.940
Br  -1.12889  2.13085  -0.01103  0.118
C  -3.07410  -1.11354  1.17060  0.029
C  -3.20428  -2.18666  0.23652  0.002
C  -3.58305  -1.63138  -1.02079  0.035
H  -3.11410  -3.24833  0.46037  0.002
C  -3.68989  -0.21631  -0.85983  0.026
C  -3.44903  0.08853  0.51051  0.002
H  -3.52725  1.05681  0.98652  0.000
H  -2.81006  -1.20342  2.22150  0.002
H  -3.83385  -2.19806  -1.91678  0.002
H  -3.95875  0.49623  -1.63421  0.000
F  3.65897  0.55473  4.34958  0.000
C  3.05783  1.62683  3.76258  0.000
F  1.73239  1.57547  4.00822  0.000
F  3.54521  2.76763  4.34301  0.000
S  3.57037  1.63894  1.88353  0.001
O  4.98565  1.89982  2.12508  0.000
O  3.22966  0.29518  1.38034  0.001
O  2.78639  2.69179  1.25086  0.000

Output
- Energy: -4050.4886 Ha
- Spin multiplicity: 3
- Charge: -2
- Kohn-Sham gap (alpha / beta): 5.91 / 4.95 eV
- Maximum force: 0.15949 Eh/bohr

***

[3]
Molecular formula: C4H4O3
Method: DFT, ωB97M-V/def2-TZVPD

Last column: Löwdin charge in e.
Atoms and positions in Å:
C  1.59971  -0.88233  -0.03128  0.003
C  0.64300  0.23702  0.22013  -0.370
O  0.92019  1.36285  0.56334  0.135
C  -0.82843  -0.10185  0.06372  -0.258
O  -1.22412  -1.24063  0.05177  0.149
C  -1.85745  1.03992  -0.04506  -0.146
O  -1.99326  1.73587  -1.02374  0.070
H  1.32681  -1.76534  0.55352  0.095
H  2.60006  -0.53839  0.22009  0.091
H  1.54746  -1.18618  -1.08326  0.104
H  -2.73397  1.33908  0.51076  0.127

Output
- Energy relative to the best compared isomer or geometry (same formula, charge and spin): 44.1 kcal per mole
- Energy: -380.4767 Ha
- Charge: 0
- Kohn-Sham gap: 8.80 eV
- Maximum force: 0.05702 Eh/bohr
- Structure (SMILES): CC(=O)C(=O)C=O

***

[4]
Molecular formula: C5H6LiO4Ru
Method: DFT, ωB97M-V/def2-TZVPD

Last column: Mulliken spin population.
Atoms and positions in Å:
O  3.14436  -1.52214  -0.15975  0.072
C  2.31798  -0.65557  -0.37545  -0.003
O  2.36482  0.57255  -0.24771  0.208
O  1.00842  -1.21943  -0.65670  0.075
C  -0.00104  -0.45558  -0.94230  0.371
C  -1.32879  -0.85746  -0.69707  0.041
Li  4.83117  -1.73774  0.54004  0.001
H  0.24632  0.58666  -1.18258  0.039
H  -1.44885  -1.92140  -0.47447  0.008
H  -1.94293  -0.55397  -1.56124  0.007
Ru  2.26582  2.10514  0.86894  3.760
C  -2.09993  0.16648  0.72735  0.214
C  -1.63020  1.56118  0.71268  0.270
O  -0.63156  1.95016  1.30466  0.831
H  -1.82649  -0.35782  1.64870  -0.007
H  -2.08970  2.22987  -0.04269  0.115
H  -3.17938  0.10906  0.53760  -0.002

Output
- Energy: -596.0993 Ha
- Spin multiplicity: 7
- Charge: +3
- Kohn-Sham gap (alpha / beta): 4.90 / 7.71 eV
- Maximum force: 0.12208 Eh/bohr

***

[5]
Molecular formula: C22H59BO19P5
Method: DFT, ωB97M-V/def2-TZVPD

Last column: Löwdin charge in e.
Atoms and positions in Å:
C  -1.22064  -2.84235  1.55326  -0.110
C  -1.56538  -1.36487  1.35245  -0.256
C  -3.08189  -1.09349  1.48942  -0.193
C  -3.67604  -0.03416  0.53685  -0.189
C  -4.64774  -0.61823  -0.51361  -0.191
C  -4.42897  -0.20118  -1.97443  -0.222
C  -2.96334  -0.15326  -2.42980  -0.287
P  -2.14424  -1.75236  -2.43951  1.059
C  -3.08647  -2.94159  -3.42021  -0.223
C  -2.87782  -2.89439  -4.93141  -0.281
O  -3.76817  -3.17599  -5.67804  0.101
C  -0.45726  -1.61313  -3.04030  -0.155
B  -0.02716  -0.14854  -3.58099  -0.733
O  -0.30792  0.26723  -4.85671  0.178
O  0.74521  0.64912  -2.80577  0.192
H  -1.83933  -3.26523  2.35024  0.084
H  -0.17483  -2.96366  1.83907  0.045
H  -1.38210  -3.44355  0.64852  0.060
H  -1.21355  -1.01617  0.36699  0.070
H  -1.02939  -0.78286  2.10739  0.113
H  -3.61479  -2.04562  1.36893  0.101
H  -3.25159  -0.76699  2.51886  0.117
H  -2.88315  0.57611  0.08994  0.098
H  -4.25949  0.65420  1.14959  0.079
H  -5.65546  -0.27182  -0.26264  0.117
H  -4.70238  -1.71321  -0.44117  0.103
H  -4.89245  0.76183  -2.20485  0.123
H  -4.94997  -0.92300  -2.61549  0.098
H  -2.93117  0.20689  -3.46912  0.107
H  -2.33795  0.53371  -1.84958  0.101
H  -2.09443  -2.24872  -1.13464  0.054
H  -2.79964  -3.94154  -3.06611  0.122
H  -4.15906  -2.82535  -3.24351  0.101
H  -1.88260  -2.61703  -5.32775  0.122
H  0.21981  -1.92285  -2.23287  0.066
H  -0.32551  -2.31443  -3.87038  0.092
H  -1.20271  0.12899  -5.17918  0.099
H  0.72569  0.35914  -1.88569  0.115
C  4.53841  -2.22845  0.88475  -0.077
O  4.12582  -1.75782  -0.40787  -0.199
P  2.97198  -2.48116  -1.21566  0.331
O  1.82140  -2.92165  -0.41900  -0.232
O  3.66483  -3.61425  -2.08252  -0.209
C  4.09476  -4.82768  -1.44938  -0.075
O  2.58814  -1.41937  -2.30346  -0.243
C  3.52888  -0.82437  -3.22918  -0.039
H  4.39971  -1.42206  1.60093  0.092
H  3.95227  -3.09083  1.20085  0.074
H  5.59247  -2.49265  0.83242  0.094
H  3.36477  -5.15449  -0.70871  0.087
H  5.06869  -4.68081  -0.98212  0.091
H  4.18152  -5.57886  -2.22881  0.092
H  4.43998  -1.41071  -3.31379  0.096
H  3.76770  0.18349  -2.90169  0.080
H  3.02028  -0.78912  -4.18960  0.097
C  1.90960  -1.13340  7.50921  -0.086
O  1.80329  -1.88365  6.28992  -0.216
P  0.39815  -2.47431  5.83180  0.333
O  -0.75033  -1.60766  6.08897  -0.222
O  0.30778  -3.92707  6.47189  -0.219
C  0.00203  -4.05840  7.86547  -0.082
O  0.65035  -2.80589  4.31643  -0.215
C  1.75297  -3.63259  3.91028  -0.077
H  2.29432  -0.14491  7.26889  0.090
H  0.94085  -1.02663  7.99543  0.083
H  2.60646  -1.64522  8.17050  0.089
H  -0.76049  -3.33772  8.16069  0.089
H  0.90405  -3.91994  8.46285  0.088
H  -0.37514  -5.06603  8.01487  0.090
H  2.13949  -4.21467  4.74411  0.087
H  2.53626  -2.99630  3.50290  0.081
H  1.38923  -4.30535  3.13707  0.088
C  -5.77064  4.70864  3.87691  -0.080
O  -6.49900  4.40656  2.67578  -0.210
P  -5.75395  3.85162  1.38987  0.337
O  -4.66625  2.91001  1.66481  -0.226
O  -5.32940  5.12888  0.54235  -0.219
C  -4.21422  5.91693  0.97428  -0.084
O  -6.93050  3.26760  0.53211  -0.204
C  -8.08061  4.06578  0.19622  -0.074
H  -6.18220  4.10693  4.68350  0.092
H  -4.71175  4.47848  3.76746  0.083
H  -5.90438  5.76452  4.10375  0.090
H  -3.41145  5.27813  1.34309  0.087
H  -4.52618  6.61518  1.75165  0.089
H  -3.86613  6.47640  0.11056  0.090
H  -7.87062  5.12776  0.30446  0.085
H  -8.90451  3.78314  0.84742  0.093
H  -8.33323  3.84939  -0.83822  0.090
C  4.54878  3.48548  -4.81497  -0.088
O  5.96617  3.61082  -4.65819  -0.211
P  6.74259  2.75915  -3.55850  0.336
O  6.24704  1.39363  -3.38079  -0.227
O  6.73037  3.64977  -2.23877  -0.215
C  5.53453  3.73568  -1.46213  -0.088
O  8.23150  2.87735  -4.02102  -0.191
C  8.85751  4.15134  -4.25093  -0.072
H  4.34367  3.17168  -5.83637  0.091
H  4.13473  2.74741  -4.12815  0.072
H  4.09209  4.45752  -4.63533  0.089
H  5.04228  2.76399  -1.40458  0.081
H  4.85743  4.47614  -1.89123  0.088
H  5.82386  4.05262  -0.46387  0.090
H  8.31354  4.95544  -3.75939  0.084
H  8.89862  4.33231  -5.32264  0.092
H  9.86366  4.09259  -3.84537  0.093

Output
- Energy: -4035.0793 Ha
- Charge: +1
- Kohn-Sham gap: 9.49 eV
- Maximum force: 0.01333 Eh/bohr

***

[6]
Molecular formula: C30H24CeCl7N8O3
Method: DFT, ωB97M-V/def2-TZVPD

Last column: Mulliken spin population.
Atoms and positions in Å:
Ce  -0.65707  0.36539  -0.02179  0.988
Cl  -4.82033  0.61462  5.84121  0.000
C  -4.09792  0.07773  4.36268  0.000
C  -3.21056  0.91181  3.70903  0.000
C  -2.60233  0.52821  2.51942  0.007
N  -1.70803  1.40968  1.84694  0.004
C  -0.72555  1.98055  2.56084  -0.003
O  -0.37236  1.73738  3.71896  -0.001
C  0.07622  3.00585  1.77403  0.003
C  0.25838  4.28404  2.28032  0.000
C  0.97960  5.18831  1.52345  0.000
C  1.51340  4.78477  0.30526  0.000
C  1.30298  3.48688  -0.11150  0.002
N  0.59671  2.60699  0.60999  0.004
C  -2.92290  -0.71971  1.95894  -0.003
C  -3.79897  -1.55885  2.63807  0.000
C  -4.38745  -1.17121  3.82717  0.000
Cl  -5.47969  -2.25945  4.61429  0.000
N  -2.39968  -1.08876  0.68808  0.000
C  -1.85557  -2.30601  0.53645  0.006
O  -1.56382  -3.13511  1.40424  -0.001
C  -1.50921  -2.62238  -0.91319  -0.004
C  -1.59206  -3.91968  -1.38985  -0.001
C  -1.29934  -4.14473  -2.72486  0.001
C  -0.90944  -3.08095  -3.52660  -0.001
C  -0.81171  -1.82340  -2.95721  0.004
N  -1.10654  -1.59981  -1.67577  0.002
H  -2.97304  1.87156  4.14425  0.000
H  -0.16327  4.54147  3.24107  0.000
H  1.12748  6.20116  1.87502  0.000
H  2.08355  5.46245  -0.31396  0.000
H  1.70042  3.12838  -1.05390  0.000
H  -4.03633  -2.52876  2.22525  0.000
H  -1.88163  -4.71206  -0.71480  0.000
H  -1.37512  -5.14200  -3.13849  0.000
H  -0.67948  -3.21782  -4.57366  0.000
H  -0.48467  -0.96326  -3.53075  0.000
Cl  -3.54822  1.76476  -0.71173  -0.001
C  -2.52910  2.31579  -2.02850  -0.008
C  -1.24074  1.81332  -2.07896  0.008
C  -0.50059  2.25916  -3.15319  -0.004
Cl  1.15269  1.65852  -3.32171  0.000
C  -0.95767  3.15525  -4.11613  -0.001
Cl  0.04573  3.67747  -5.41762  0.000
C  -2.26014  3.63883  -4.00420  0.000
Cl  -2.87073  4.75666  -5.16027  0.000
C  -3.06531  3.21198  -2.94901  -0.001
Cl  -4.67868  3.79188  -2.80115  0.000
C  2.52156  -0.92236  -1.53894  0.005
N  1.84487  -0.96226  -0.21658  -0.011
C  1.75780  -2.39778  0.18533  0.003
N  3.06338  -3.03595  0.23760  0.000
C  3.67751  -2.94438  -1.08597  0.000
N  3.83195  -1.55418  -1.52022  0.000
C  4.66026  -0.85709  -0.53232  0.000
N  4.06847  -0.89945  0.80512  0.000
C  2.75304  -0.28084  0.75269  0.004
C  3.90121  -2.30425  1.19116  0.000
H  2.64136  0.12053  -1.82691  -0.002
H  1.88421  -1.42113  -2.27198  0.000
H  1.13684  -2.91968  -0.54577  0.000
H  1.28451  -2.45634  1.16259  0.000
H  3.05206  -3.47574  -1.80666  0.000
H  4.66039  -3.41751  -1.05871  0.000
H  4.77889  0.18480  -0.83702  0.000
H  5.64510  -1.32591  -0.50273  0.000
H  2.85675  0.76297  0.44495  -0.001
H  2.29120  -0.32161  1.73775  0.000
H  3.44101  -2.34934  2.17933  0.000
H  4.88275  -2.77850  1.23693  0.000
O  0.10735  -0.82879  2.36693  0.000
H  -0.05532  -0.23492  3.12443  0.001
H  -0.44902  -1.61722  2.50287  0.000

Output
- Energy relative to the best compared isomer or geometry (same formula, charge and spin): 2.3 kcal per mole
- Energy: -5518.0075 Ha
- Spin multiplicity: 2
- Charge: 0
- Kohn-Sham gap (alpha / beta): 7.67 / 7.66 eV
- Maximum force: 0.02754 Eh/bohr